Run A
Density functional theory data (ωB97M-V with the def2-TZVPD basis set) for one molecule with the formula C3H7FINO.

XYZ file:
```
14
Properties=species:S:1:pos:R:3
C 0.35 -2.17 0.17
N -0.38 -1.25 -0.69
C -0.78 0.00 -0.02
F -0.64 -0.03 1.34
I -3.03 -0.11 -0.03
O -0.24 1.15 -0.47
C -0.77 2.36 0.06
H -0.12 -2.33 1.06
H 0.29 -3.06 -0.26
H 1.47 -1.77 0.40
H -0.05 -0.89 -1.57
H -1.66 2.56 -0.41
H 0.09 3.18 0.01
H -0.96 2.11 1.06
```

Summary:
Kohn-Sham gap ... 9.459 eV
Structure (SMILES) ... CN[C@](F)(I)OC
Net charge ... 0
Molar mass ... 219.00 g/mol
2S+1 ... 1



Run B
Density functional theory data (ωB97M-V with the def2-TZVPD basis set) for a 2-piece molecular cluster, C3H7FINO overall.

XYZ file:
```
14
Properties=species:S:1:pos:R:3
C 0.05 0.29 2.26
C -0.35 -0.65 -2.28
C -0.33 -0.16 -0.02
N -0.77 0.50 1.06
O -0.88 -0.06 -1.15
F 0.42 -1.22 0.21
I 2.32 1.61 -0.83
H 1.16 0.58 2.15
H -0.20 0.75 3.21
H 0.27 -0.78 2.39
H -0.15 -1.73 -2.18
H 0.55 -0.20 -2.59
H -0.97 -0.45 -3.09
H -1.13 1.51 0.86
```

Summary:
Kohn-Sham gap ... 7.321 eV
Net charge ... 0
Molar mass ... 219.00 g/mol
2S+1 ... 1



Computed energies relative to the best structure, in hartree: run A 0.0127; run B 0.0000



Run A
Density functional theory data (ωB97M-V with the def2-TZVPD basis set) for a 2-piece molecular cluster, C3H2NOS2 overall.

XYZ file:
```
9
Properties=species:S:1:pos:R:3
C 1.48 -0.06 0.84
C 2.04 0.78 -1.22
C 0.13 0.69 0.41
N 2.36 0.15 -0.16
O 1.71 -0.65 1.85
S 4.36 1.40 -2.87
S 0.38 1.32 -1.24
H -0.92 0.14 0.33
H 0.13 1.44 1.17
```

Summary:
Kohn-Sham gap (alpha / beta) ... 6.322 / 6.855 eV
Net charge ... -1
Molar mass ... 132.19 g/mol
2S+1 ... 1



Run B
Density functional theory data (ωB97M-V with the def2-TZVPD basis set) for an isolated ion of composition C3H2NOS2 and charge -1.

XYZ file:
```
9
Properties=species:S:1:pos:R:3
C 2.64 -0.79 0.09
C 2.31 1.62 0.03
C -0.33 0.54 0.41
N 2.89 0.36 0.27
O 3.05 2.58 0.05
S 2.76 -2.33 -0.11
S 0.62 1.82 -0.26
H -0.27 -0.37 -0.26
H 0.11 0.11 1.44
```

Summary:
Kohn-Sham gap ... 6.054 eV
Net charge ... -1
Molar mass ... 132.19 g/mol
2S+1 ... 1



Computed energies relative to the best structure, in hartree: run A 0.0608; run B 0.0000



Run A
Density functional theory data (ωB97M-V with the def2-TZVPD basis set) for one molecule with the formula C5H10S.

XYZ file:
```
16
Properties=species:S:1:pos:R:3
C -1.28 -0.99 -0.46
C 0.18 -0.78 -0.77
C 1.39 -0.87 0.09
C 0.95 0.49 -0.43
C 0.27 1.05 0.74
S -0.89 2.38 0.39
H -1.85 -0.61 0.56
H -1.49 -2.03 -0.58
H -1.80 -0.16 -1.28
H 0.53 -1.20 -1.89
H 1.13 -1.20 1.08
H 1.99 -1.53 -0.58
H 1.77 0.81 -1.12
H -0.27 0.38 1.21
H 0.96 1.75 1.23
H -1.60 2.52 1.82
```

Summary:
Kohn-Sham gap ... 9.300 eV
Structure (SMILES) ... C[C@@H]1C[C@@H]1CS
Net charge ... 0
Molar mass ... 102.20 g/mol
2S+1 ... 1



Run B
Density functional theory data (ωB97M-V with the def2-TZVPD basis set) for one molecule with the formula C5H10S.

XYZ file:
```
16
Properties=species:S:1:pos:R:3
C -0.69 -0.90 -1.38
C 0.44 -0.24 -0.47
S 1.25 -1.34 0.64
C 0.06 1.06 0.11
C -1.12 1.27 1.03
C -1.10 1.83 -0.48
H -1.64 -1.18 -0.98
H -0.30 -1.79 -1.87
H -0.81 -0.22 -2.23
H 1.18 0.00 -1.24
H 0.46 -1.56 1.70
H 1.01 1.66 0.36
H -1.60 0.32 1.07
H -1.12 1.83 1.96
H -0.99 2.89 -0.53
H -1.64 1.37 -1.27
```

Summary:
Kohn-Sham gap ... 9.904 eV
Structure (SMILES) ... C[C@H](S)C1CC1
Net charge ... 0
Molar mass ... 102.20 g/mol
2S+1 ... 1



Run C
Density functional theory data (ωB97M-V with the def2-TZVPD basis set) for one molecule with the formula C5H10S.

XYZ file:
```
16
Properties=species:S:1:pos:R:3
C -0.39 2.27 -0.07
C -0.03 0.97 -0.14
C -1.01 -0.08 0.32
C -1.40 -1.14 -0.70
S 1.57 0.53 -0.74
C 2.17 -0.75 0.37
H 0.23 3.09 -0.35
H -1.25 2.56 0.48
H -0.50 -0.62 1.15
H -1.90 0.38 0.77
H -2.12 -1.89 -0.33
H -1.85 -0.67 -1.61
H -0.52 -1.73 -1.00
H 3.17 -0.84 0.13
H 2.18 -0.36 1.39
H 1.65 -1.71 0.32
```

Summary:
Kohn-Sham gap ... 9.184 eV
Structure (SMILES) ... C=C(CC)SC
Net charge ... 0
Molar mass ... 102.20 g/mol
2S+1 ... 1



Computed energies relative to the best structure, in hartree: run A 0.1364; run B 0.0282; run C 0.0000



Run A
Density functional theory data (ωB97M-V with the def2-TZVPD basis set) for one molecule with the formula C19H24N4O3S.

XYZ file:
```
51
Properties=species:S:1:pos:R:3
C -6.93 -2.34 -0.86
C -7.62 -1.72 0.35
O -6.79 -0.74 0.97
C -6.77 0.48 0.43
O -7.45 0.81 -0.51
C -5.75 1.36 1.11
C -4.43 1.12 0.44
C -4.17 1.27 -0.88
S -2.53 0.85 -1.25
C -2.34 0.50 0.45
N -1.13 0.07 0.95
C -0.04 -0.12 0.14
O -0.10 0.09 -1.05
C 1.18 -0.59 0.91
N 2.32 -0.84 0.06
C 3.36 -1.60 0.73
C 4.45 -1.97 -0.28
N 5.02 -0.79 -0.88
C 6.10 -0.15 -0.27
C 6.21 1.24 -0.17
C 7.33 1.83 0.38
C 8.37 1.06 0.86
C 8.29 -0.32 0.77
C 7.18 -0.92 0.21
C 3.97 -0.02 -1.51
C 2.87 0.37 -0.52
N -3.38 0.68 1.19
H -7.55 -3.13 -1.27
H -5.97 -2.76 -0.57
H -6.76 -1.59 -1.62
H -7.80 -2.47 1.12
H -8.56 -1.25 0.04
H -6.05 2.40 1.00
H -5.66 1.09 2.16
H -4.84 1.59 -1.65
H -1.10 -0.11 1.94
H 0.92 -1.52 1.42
H 1.40 0.17 1.69
H 2.92 -2.51 1.14
H 3.81 -1.02 1.55
H 5.22 -2.56 0.22
H 4.01 -2.57 -1.08
H 5.41 1.88 -0.52
H 7.38 2.91 0.44
H 9.24 1.53 1.30
H 9.10 -0.94 1.12
H 7.15 -1.99 0.12
H 4.39 0.86 -2.00
H 3.53 -0.66 -2.28
H 2.08 0.90 -1.05
H 3.28 1.03 0.26
```

Summary:
Kohn-Sham gap ... 8.269 eV
Structure (SMILES) ... CCOC(=O)Cc1csc(NC(=O)CN2CCN(c3ccccc3)CC2)n1
Net charge ... 0
Molar mass ... 388.49 g/mol
2S+1 ... 1



Run B
Density functional theory data (ωB97M-V with the def2-TZVPD basis set) for one molecule with the formula C19H24N4O3S.

XYZ file:
```
51
Properties=species:S:1:pos:R:3
C 0.65 3.43 -2.39
C 1.82 2.63 -2.91
S 1.31 1.28 -4.04
C 0.67 0.15 -2.91
N 0.15 -1.01 -3.18
N -0.17 -1.56 -1.99
C 0.16 -0.72 -1.07
C 0.11 -0.91 0.41
C 1.39 -1.67 0.84
C 2.56 -1.21 0.04
C 3.17 -1.90 -0.97
N 4.13 -1.12 -1.56
C 4.14 0.11 -0.96
C 4.90 1.24 -1.22
C 4.67 2.36 -0.45
C 3.71 2.35 0.56
C 2.95 1.24 0.83
C 3.16 0.09 0.06
N -1.08 -1.60 0.82
C -2.14 -0.94 1.36
O -2.07 0.21 1.75
O -3.19 -1.75 1.43
C -4.43 -1.31 2.04
C -4.20 -0.95 3.51
C -5.35 -2.52 1.92
C -5.00 -0.12 1.26
O 0.70 0.41 -1.59
H 0.00 2.81 -1.76
H 1.01 4.26 -1.79
H 0.06 3.83 -3.21
H 2.47 3.25 -3.53
H 2.40 2.18 -2.11
H 0.08 0.08 0.88
H 1.55 -1.51 1.91
H 1.23 -2.73 0.66
H 2.99 -2.90 -1.31
H 4.72 -1.40 -2.33
H 5.65 1.24 -2.00
H 5.25 3.25 -0.63
H 3.56 3.25 1.14
H 2.21 1.25 1.62
H -1.27 -2.49 0.37
H -5.15 -0.71 3.97
H -3.76 -1.79 4.03
H -3.54 -0.10 3.58
H -4.93 -3.37 2.45
H -5.48 -2.80 0.87
H -6.33 -2.29 2.34
H -4.34 0.73 1.35
H -5.12 -0.38 0.21
H -5.98 0.14 1.67
```

Summary:
Kohn-Sham gap ... 8.825 eV
Structure (SMILES) ... CCSc1nnc([C@H](Cc2c[nH]c3ccccc23)NC(=O)OC(C)(C)C)o1
Net charge ... 0
Molar mass ... 388.49 g/mol
2S+1 ... 1



Computed energies relative to the best structure, in hartree: run A 0.0122; run B 0.0000